C3H5NO2S2 in the gas phase in a non-equilibrium geometry. Source: OMol25; level of theory: wB97M-V/def2-TZVPD.

```
13
Properties=species:S:1:pos:R:3:forces:R:3:mulliken_charge:R:1
C 2.6953 -0.7605 0.1536 -0.45 -0.81 -0.40 -0.786
S 1.6417 0.2309 -0.9603 0.50 0.26 0.43 -0.111
C 0.1544 0.2062 -0.0043 -1.04 -0.89 0.04 0.622
O -0.0303 -0.5016 0.9581 0.20 0.89 -0.49 -0.498
N -0.8982 0.9296 -0.6473 0.71 -0.61 1.05 -0.319
O -1.9550 1.2229 0.2435 -0.01 -0.55 -0.23 -0.172
C -2.9357 0.2779 0.2069 0.13 0.38 -0.83 0.022
S -3.0334 -1.0015 -0.7513 -0.01 -0.07 0.27 -0.239
H 2.9210 -0.3416 1.1328 -0.18 0.36 -0.26 0.290
H 2.1716 -1.7161 0.2942 0.23 0.30 0.05 0.272
H 3.6117 -0.9612 -0.4071 -0.11 0.17 0.10 0.320
H -0.6098 1.7918 -1.0640 0.07 0.55 -0.16 0.278
H -3.7333 0.6231 0.8453 -0.04 0.01 0.42 0.322
```
Forces are in eV/Å.

As for the calculated total energy: -30445.640 eV. The total charge is 0. For the HOMO-LUMO gap, the calculation gives 9.387 eV. The SMILES is CSC(=O)NOC=S.